Here is C49H38BCdF17GeO2P4S5 as an isolated structure from the OMol25 dataset. Energies are from ωB97M-V/def2-TZVPD.

The calculation puts the energy relative to the best compared isomer or geometry (same formula, charge and spin) at 30.23 kcal per mole. The net charge is -2. For the HOMO-LUMO gap, the calculation gives 4.35 eV.

Positions of all 118 atoms, in Å:
Cd 0.92 0.12 0.86
S 1.17 -1.00 4.22
S 0.56 -2.67 3.18
S 2.10 -3.41 2.05
S 2.22 -2.38 0.26
C 1.54 -0.13 -3.37
P 0.26 -0.24 -2.06
C -0.51 -1.82 -2.61
C -1.00 0.92 -2.77
C -0.57 2.39 -2.76
P 0.01 3.05 -1.11
C 1.20 4.31 -1.73
C -1.37 4.21 -0.70
H 2.24 -0.96 -3.23
H 2.12 0.79 -3.26
H 1.10 -0.19 -4.37
H -0.76 -1.80 -3.67
H -1.40 -2.03 -2.02
H 0.20 -2.63 -2.40
H -1.90 0.81 -2.17
H -1.22 0.61 -3.79
H -1.39 3.03 -3.12
H 0.26 2.53 -3.46
H 0.76 4.94 -2.51
H 2.09 3.79 -2.12
H 1.53 4.93 -0.90
H -1.76 4.73 -1.59
H -0.99 4.95 0.00
H -2.17 3.66 -0.21
O -2.99 1.25 0.16
P -4.25 0.48 0.02
C -4.06 -1.30 -0.26
P -2.70 -2.07 0.69
O -1.33 -1.62 0.40
C -2.86 -3.83 0.33
C -3.90 -4.43 -0.37
C -3.87 -5.80 -0.63
C -2.80 -6.56 -0.20
C -1.75 -5.96 0.50
C -1.78 -4.60 0.76
C -3.19 -1.81 2.40
C -4.36 -2.34 2.95
C -4.67 -2.07 4.27
C -3.82 -1.29 5.04
C -2.66 -0.76 4.50
C -2.34 -1.02 3.17
C -5.25 1.06 -1.38
C -6.19 0.27 -2.04
C -6.90 0.79 -3.11
C -6.68 2.09 -3.53
C -5.74 2.87 -2.88
C -5.02 2.36 -1.81
C -5.30 0.65 1.48
C -4.74 1.27 2.59
C -5.51 1.45 3.74
C -6.83 1.03 3.77
C -7.39 0.41 2.65
C -6.63 0.22 1.51
H -3.87 -1.45 -1.33
H -5.00 -1.79 0.01
H -4.74 -3.85 -0.73
H -4.68 -6.26 -1.19
H -2.77 -7.62 -0.41
H -0.90 -6.55 0.82
H -0.94 -4.12 1.26
H -5.01 -2.97 2.35
H -5.58 -2.48 4.71
H -4.06 -1.09 6.08
H -1.97 -0.16 5.08
H -1.45 -0.61 2.73
H -6.36 -0.75 -1.73
H -7.63 0.17 -3.62
H -7.23 2.49 -4.38
H -5.55 3.89 -3.22
H -4.27 2.95 -1.31
H -3.70 1.58 2.56
H -5.06 1.92 4.61
H -7.42 1.17 4.66
H -8.42 0.08 2.68
H -7.07 -0.25 0.65
F 6.70 -1.98 -1.05
C 6.16 -1.91 0.18
C 5.49 -0.79 0.61
C 5.03 -0.80 1.92
F 4.41 0.27 2.41
C 5.24 -1.87 2.77
F 4.85 -1.83 4.05
C 5.89 -2.99 2.29
F 6.09 -4.04 3.09
C 6.35 -3.01 0.99
F 7.01 -4.10 0.54
Ge 5.10 0.86 -0.41
S 3.13 1.45 -0.81
C 6.28 2.11 0.63
C 5.83 3.22 1.31
F 4.55 3.57 1.33
C 6.70 4.04 2.02
F 6.25 5.12 2.68
C 8.05 3.75 2.06
F 8.90 4.53 2.74
C 8.53 2.64 1.39
F 9.84 2.35 1.42
C 7.63 1.85 0.69
F 8.15 0.79 0.04
C 5.97 0.71 -2.22
C 5.46 -0.25 -3.08
F 4.64 -1.20 -2.63
C 5.73 -0.27 -4.44
F 5.23 -1.21 -5.24
C 6.55 0.71 -4.98
F 6.83 0.71 -6.29
C 7.07 1.69 -4.16
F 7.86 2.64 -4.68
C 6.76 1.67 -2.80
F 7.29 2.68 -2.08
F 1.92 1.48 3.43
B 0.86 0.64 3.09
F -0.35 1.23 3.54

Here is a 2-piece molecular cluster, C11H12NO2 overall at a distorted geometry from the OMol25 dataset. Energies are from ωB97M-V/def2-TZVPD.

The calculation puts the energy relative to the best compared isomer or geometry (same formula, charge and spin) at 10.52 kcal per mole. The net charge is -1. For the HOMO-LUMO gap, the calculation gives 7.83 eV.

Positions of all 26 atoms, in Å:
C 1.93 2.70 -0.36
C 0.68 0.83 0.80
C -0.30 -0.31 -0.82
C 1.03 1.47 -0.34
C 0.39 0.78 -1.42
C -1.11 -1.14 -1.58
C -1.24 -0.83 -2.93
C 0.35 0.98 -2.80
C -0.48 0.16 -3.55
N -0.03 -0.30 0.51
H -0.70 -0.63 1.21
H 0.91 1.17 1.80
H -1.55 -2.05 -1.22
H 1.68 3.35 -1.18
H 2.98 2.40 -0.45
H -1.92 -1.43 -3.53
H 0.97 1.73 -3.28
H -0.52 0.32 -4.62
H 1.74 3.24 0.56
C -1.02 -2.35 3.14
C -0.32 -1.04 3.61
O -0.81 0.02 3.15
O 0.71 -1.17 4.29
H -0.80 -3.20 3.79
H -0.51 -2.57 2.21
H -2.07 -2.15 3.02

Here is C13H26NO3P2Y as an isolated structure at a distorted geometry from the OMol25 dataset. Energies are from ωB97M-V/def2-TZVPD.

The net charge is +2. For the HOMO-LUMO gap (alpha / beta), the calculation gives 7.23 / 6.23 eV.

Positions of all 46 atoms, in Å:
Y 1.03 -0.45 0.97
P 0.10 -2.31 -1.04
C -0.66 -1.19 -2.30
C -0.77 0.28 -1.98
N -0.46 0.79 -0.75
C -1.05 1.96 -0.41
C -1.80 2.70 -1.31
C -2.06 2.21 -2.59
C -1.53 0.96 -2.92
C -0.94 2.61 1.00
P 0.52 2.13 1.99
H -1.69 0.47 -3.88
H -2.21 3.64 -0.97
H -2.65 2.76 -3.32
H -0.89 3.72 0.88
H -1.83 2.44 1.65
H -0.26 -1.47 -3.28
H -1.72 -1.49 -2.44
H 4.44 -0.17 -3.11
O 4.09 0.34 -3.86
H 3.48 1.03 -3.53
H 1.39 -2.31 1.85
O 2.94 0.03 1.60
H 3.79 0.31 1.24
C 1.75 3.36 1.43
H 1.44 4.39 1.67
H 2.70 3.14 1.93
H 1.92 3.28 0.35
C 0.12 2.69 3.68
H 0.86 2.28 4.37
H 0.13 3.78 3.78
H -0.87 2.32 3.97
C -1.31 -3.44 -1.27
H -1.33 -3.84 -2.31
H -1.28 -4.26 -0.54
H -2.25 -2.88 -1.14
C 1.45 -3.25 -1.85
H 1.79 -3.98 -1.09
H 1.10 -3.80 -2.74
H 2.32 -2.62 -2.13
C -1.85 -3.03 3.27
C -0.92 -2.14 2.54
O -0.96 -1.00 2.15
H -1.55 -3.05 4.35
H -1.59 -4.02 2.87
H -2.96 -2.90 3.18

Here is one molecule with the formula CH2N2S3 at a distorted geometry from the OMol25 dataset. Energies are from ωB97M-V/def2-TZVPD.

The calculation puts the energy relative to the best compared isomer or geometry (same formula, charge and spin) at 33.70 kcal per mole. The net charge is 0. For the HOMO-LUMO gap (alpha / beta), the calculation gives 6.21 / 7.22 eV.

Positions of all 8 atoms, in Å:
C 0.32 -1.24 0.04
N -0.18 -0.03 0.12
N -0.13 0.87 1.05
S 0.39 -2.41 1.34
S 0.83 1.06 2.34
S -0.93 -1.98 2.74
H 0.63 -1.43 -1.04
H -0.93 1.48 1.04

no.,calculated total energy (eV)
1,-254818.525
2,-17188.915
3,-41140.003
4,-36551.999